The following is a DFT calculation (wB97M-V/def2-TZVPD) of the ion C4H9NOS with charge -1 in a non-equilibrium geometry.

Last columns: bonded neighbours and bond lengths (Å).
Element x y z (Å)
1 C 0.0584 -1.3867 0.0360  C2 1.549, H8 1.089, H9 1.097, H10 1.091
2 C 0.3879 0.0761 0.4242  C1 1.549, C3 1.554, N5 1.450, H11 1.091
3 C 1.8529 0.4367 0.0497  C2 1.554, S4 1.837, H12 1.080, H13 1.092
4 S 3.0461 0.2217 1.4302  C3 1.837
5 N -0.4363 1.0322 -0.2896  C2 1.450, C6 1.514, H14 1.021
6 C -1.9129 0.7206 -0.1680  N5 1.514, O7 1.320, H15 1.124, H16 1.127
7 O -2.3605 0.0290 -1.1994  C6 1.320
8 H -1.0202 -1.5334 0.0333  C1 1.089
9 H 0.3168 -1.5088 -1.0234  C1 1.097
10 H 0.6282 -2.0877 0.6476  C1 1.091
11 H 0.2794 0.1339 1.5082  C2 1.091
12 H 1.8825 1.4576 -0.3005  C3 1.080
13 H 2.1666 -0.3582 -0.6293  C3 1.092
14 H -0.3580 0.8196 -1.2855  N5 1.021
15 H -2.4773 1.6884 -0.0839  C6 1.124
16 H -2.0537 0.2590 0.8502  C6 1.127

Computed properties:
**E_HOMO (spin up / spin down)**: -2.773 / -2.756 eV
**Net charge**: -1
**<S²>**: 0.75
**Gap between HOMO and LUMO (spin up / spin down)**: 5.91 / 3.87 eV
**Multiplicity**: 2
**Electronic energy**: -18665.135 eV

---

The following is a DFT calculation (wB97M-V/def2-TZVPD) of a cluster of 14 separate species, C28H84O26 in total in a non-equilibrium geometry.

Last columns: bonded neighbours and bond lengths (Å).
Element x y z (Å)
1 C -0.3842 2.0524 -3.7266  C2 1.521, O4 1.422, H5 1.090, H6 1.090
2 C -1.2655 2.8290 -4.6926  C1 1.521, O3 1.446, H7 1.090, H8 1.090
3 O -2.6271 2.3433 -4.7275  C2 1.446, H9 0.960
4 O -0.5562 2.2219 -2.3251  C1 1.422, H10 0.960
5 H 0.6524 2.1915 -4.0333  C1 1.090
6 H -0.5549 0.9992 -3.9495  C1 1.090
7 H -0.8722 2.9653 -5.7000  C2 1.090
8 H -1.2762 3.8353 -4.2737  C2 1.090
9 H -3.1049 2.5782 -3.9287  O3 0.960
10 H -0.1015 1.4592 -1.9601  O4 0.960
11 C 4.6583 2.4956 3.4600  C12 1.524, O14 1.469, H15 1.090, H16 1.090
12 C 4.2238 1.1561 2.8779  C11 1.524, O13 1.430, H17 1.090, H18 1.090
13 O 2.8415 1.2101 2.5156  C12 1.430, H19 0.960
14 O 4.7853 3.5885 2.4873  C11 1.469, H20 0.960
15 H 5.6270 2.3090 3.9236  C11 1.090
16 H 3.8677 2.7294 4.1730  C11 1.090
17 H 4.3271 0.4345 3.6883  C12 1.090
18 H 4.7731 0.8091 2.0026  C12 1.090
19 H 2.3014 1.3235 3.3011  O13 0.960
20 H 3.8907 3.7911 2.2040  O14 0.960
21 C -1.4770 4.3691 1.7412  C22 1.538, O24 1.420, H25 1.090, H26 1.090
22 C -2.4456 3.2469 2.1493  C21 1.538, O23 1.442, H27 1.090, H28 1.090
23 O -3.0715 3.4219 3.4367  C22 1.442, H29 0.960
24 O -0.4497 4.3854 2.7218  C21 1.420, H30 0.960
25 H -1.9759 5.3335 1.6459  C21 1.090
26 H -1.0173 4.1780 0.7715  C21 1.090
27 H -1.8820 2.3142 2.1726  C22 1.090
28 H -3.2076 3.0866 1.3865  C22 1.090
29 H -3.4732 4.2909 3.5078  O23 0.960
30 H -0.8540 4.3477 3.5917  O24 0.960
31 C 3.4911 0.5383 -3.4527  C32 1.563, O34 1.499, H35 1.090, H36 1.090
32 C 4.3438 -0.7573 -3.2572  C31 1.563, O33 1.440, H37 1.090, H38 1.090
33 O 3.6239 -1.6997 -2.4404  C32 1.440, H39 0.960
34 O 2.3906 0.2818 -4.4376  C31 1.499, H40 0.960
35 H 4.1411 1.3343 -3.8160  C31 1.090
36 H 3.1124 0.7401 -2.4507  C31 1.090
37 H 5.1803 -0.5316 -2.5959  C32 1.090
38 H 4.6783 -1.2481 -4.1712  C32 1.090
39 H 3.2347 -2.2674 -3.1096  O33 0.960
40 H 2.0496 -0.6139 -4.3824  O34 0.960
41 C 2.6725 -3.5488 -5.0445  C42 1.505, O44 1.405, H45 1.090, H46 1.090
42 C 1.2068 -3.2152 -4.9725  C41 1.505, O43 1.468, H47 1.090, H48 1.090
43 O 0.9960 -1.9823 -4.2037  C42 1.468, H49 0.960
44 O 3.1356 -4.1292 -3.8517  C41 1.405, H50 0.960
45 H 3.2576 -2.6631 -5.2918  C41 1.090
46 H 2.8360 -4.1741 -5.9223  C41 1.090
47 H 0.5547 -3.9661 -4.5264  C42 1.090
48 H 0.8919 -3.0584 -6.0042  C42 1.090
49 H 0.0448 -1.8548 -4.2294  O43 0.960
50 H 3.9879 -4.5541 -3.9727  O44 0.960
51 C -3.4160 -1.9462 -3.4659  C52 1.504, O54 1.424, H55 1.090, H56 1.090
52 C -2.3120 -0.9726 -3.7756  C51 1.504, O53 1.454, H57 1.090, H58 1.090
53 O -1.7133 -1.3177 -5.0546  C52 1.454, H59 0.960
54 O -4.5704 -1.6833 -4.2567  C51 1.424, H60 0.960
55 H -3.6871 -1.7611 -2.4265  C51 1.090
56 H -3.0636 -2.9477 -3.7128  C51 1.090
57 H -1.5708 -1.0946 -2.9857  C52 1.090
58 H -2.7665 0.0171 -3.8202  C52 1.090
59 H -2.4050 -1.4027 -5.7148  O53 0.960
60 H -5.2688 -2.1821 -3.8266  O54 0.960
61 C -0.7111 -2.4083 4.9855  C62 1.569, O64 1.453, H65 1.090, H66 1.090
62 C -0.4486 -2.8293 3.4974  C61 1.569, O63 1.394, H67 1.090, H68 1.090
63 O -1.5539 -2.4859 2.7197  C62 1.394, H69 0.960
64 O -0.6341 -0.9737 5.2027  C61 1.453, H70 0.960
65 H -0.0163 -2.8525 5.6983  C61 1.090
66 H -1.6799 -2.8344 5.2463  C61 1.090
67 H -0.2602 -3.9025 3.5265  C62 1.090
68 H 0.4349 -2.2766 3.1779  C62 1.090
69 H -1.4364 -1.7055 2.1731  O63 0.960
70 H -1.5571 -0.7129 5.1619  O64 0.960
71 C 0.9671 -0.4496 -0.0802  C72 1.552, O74 1.416, H75 1.090, H76 1.090
72 C -0.1721 0.1264 0.8033  C71 1.552, O73 1.418, H77 1.090, H78 1.090
73 O -1.3725 -0.6170 0.6781  C72 1.418, H79 0.960
74 O 0.7684 -0.0729 -1.4302  C71 1.416, H80 0.960
75 H 0.9666 -1.5320 0.0478  C71 1.090
76 H 1.9714 -0.1160 0.1811  C71 1.090
77 H -0.3796 1.1749 0.5897  C72 1.090
78 H 0.1589 0.1484 1.8416  C72 1.090
79 H -1.8970 -0.2931 -0.0578  O73 0.960
80 H 1.4448 -0.4836 -1.9737  O74 0.960
81 C 3.5828 -2.2578 1.4135  C82 1.518, O84 1.417, H85 1.090, H86 1.090
82 C 3.7326 -3.4744 0.5179  C81 1.518, O83 1.469, H87 1.090, H88 1.090
83 O 3.5677 -4.7550 1.2182  C82 1.469, H89 0.960
84 O 4.6983 -2.3234 2.2848  C81 1.417, H90 0.960
85 H 2.6462 -2.1647 1.9633  C81 1.090
86 H 3.6775 -1.2748 0.9521  C81 1.090
87 H 4.6648 -3.4104 -0.0433  C82 1.090
88 H 2.9055 -3.4874 -0.1918  C82 1.090
89 H 4.0076 -5.4386 0.7075  O83 0.960
90 H 4.5949 -3.1030 2.8353  O84 0.960
91 C -4.3974 1.1853 -1.6432  C92 1.491, O94 1.380, H95 1.090, H96 1.090
92 C -4.7869 2.6246 -1.6231  C91 1.491, O93 1.427, H97 1.090, H98 1.090
93 O -4.2791 3.2441 -2.8041  C92 1.427, H99 0.960
94 O -3.0710 0.9531 -1.3413  C91 1.380, H100 0.960
95 H -4.6361 0.7670 -2.6210  C91 1.090
96 H -4.9976 0.5203 -1.0221  C91 1.090
97 H -4.4327 3.2041 -0.7705  C92 1.090
98 H -5.8714 2.5972 -1.7290  C92 1.090
99 H -3.9196 4.1133 -2.6121  O93 0.960
100 H -2.5714 1.6862 -1.7080  O94 0.960
101 C 1.9638 3.5060 -0.1247  C102 1.568, O104 1.411, H105 1.090, H106 1.090
102 C 2.0559 4.7453 0.8321  C101 1.568, O103 1.382, H107 1.090, H108 1.090
103 O 2.1205 4.4787 2.1869  C102 1.382, H109 0.960
104 O 3.0890 2.6558 -0.0671  C101 1.411, H110 0.960
105 H 1.9430 3.8609 -1.1551  C101 1.090
106 H 1.0655 2.9072 0.0256  C101 1.090
107 H 1.2585 5.4767 0.7005  C102 1.090
108 H 2.9792 5.2031 0.4772  C102 1.090
109 H 1.2305 4.3843 2.5340  O103 0.960
110 H 3.0469 2.1641 0.7563  O104 0.960
111 C 0.5371 2.2149 5.4927  C112 1.530, O114 1.418, H115 1.090, H116 1.090
112 C 0.6334 1.7866 6.9587  C111 1.530, O113 1.450, H117 1.090, H118 1.090
113 O -0.0258 0.5308 7.2611  C112 1.450, H119 0.960
114 O 1.0822 1.2268 4.6342  C111 1.418, H120 0.960
115 H 0.8821 3.2435 5.3875  C111 1.090
116 H -0.5345 2.2598 5.2981  C111 1.090
117 H -0.0344 2.4623 7.4930  C112 1.090
118 H 1.6364 1.8405 7.3821  C112 1.090
119 H -0.0838 -0.0870 6.5286  O113 0.960
120 H 0.4910 0.4710 4.6601  O114 0.960
121 C -0.3892 -4.7155 -0.5249  C122 1.500, H124 1.090, H125 1.090, H126 1.090
122 C -0.2674 -4.1594 -1.9124  C121 1.500, O123 1.401, H127 1.090, H128 1.090
123 O -0.9390 -4.9449 -2.8586  C122 1.401, H129 0.960
124 H -0.0648 -5.7530 -0.4449  C121 1.090
125 H -1.3652 -4.5232 -0.0794  C121 1.090
126 H 0.2606 -4.0891 0.0863  C121 1.090
127 H 0.7950 -4.1077 -2.1505  C122 1.090
128 H -0.7336 -3.1742 -1.9288  C122 1.090
129 H -0.4726 -5.7816 -2.9212  O123 0.960
130 C -4.4503 -0.7058 1.8683  C131 1.518, H133 1.090, H134 1.090, H135 1.090
131 C -5.8495 -1.2560 2.0802  C130 1.518, O132 1.393, H136 1.090, H137 1.090
132 O -6.6744 -0.7712 1.0677  C131 1.393, H138 0.960
133 H -4.4204 0.3829 1.9127  C130 1.090
134 H -4.2249 -1.0677 0.8651  C130 1.090
135 H -3.7239 -1.1459 2.5515  C130 1.090
136 H -6.3620 -1.1195 3.0325  C131 1.090
137 H -5.7975 -2.3176 1.8385  C131 1.090
138 H -6.7729 0.1722 1.2152  O132 0.960

Computed properties:
**E_HOMO**: -8.950 eV
**Net charge**: 0
**Gap between HOMO and LUMO**: 8.96 eV
**Electronic energy**: -83626.795 eV

---

The following is a DFT calculation (wB97M-V/def2-TZVPD) of an isolated molecule of C2H2ClNO in a non-equilibrium geometry.

Last columns: bonded neighbours and bond lengths (Å).
Element x y z (Å)
1 N 2.2465 0.9789 -0.1981  C2 1.131
2 C 1.2383 0.4689 -0.1385  N1 1.131, C3 1.552
3 C -0.1512 -0.1396 0.1901  C2 1.552, O4 1.414, Cl5 1.880, H6 1.082
4 O -1.1338 0.5028 -0.5972  C3 1.414, H7 1.052
5 Cl 0.1825 -1.9651 -0.1111  C3 1.880
6 H -0.2776 0.0056 1.2548  C3 1.082
7 H -2.1046 0.1485 -0.4000  O4 1.052

Computed properties:
**E_HOMO**: -11.625 eV
**Net charge**: 0
**Gap between HOMO and LUMO**: 11.80 eV
**Electronic energy**: -18165.060 eV

---

Q: Among the records above, which one has the lowest electronic energy?
A: C28H84O26

---

Q: The highest electronic energy belongs to which entry?
A: C2H2ClNO

---

Q: Number 1 is which compound?
A: C4H9NOS